Record 1
The following is a DFT calculation (ωB97M-V/def2-TZVPD) of a structure of composition C11H30ClHgN2O4 in a non-equilibrium geometry.

Structure (XYZ):
```
49
C11H30ClHgN2O4 ωB97M-V/def2-TZVPD
O -1.332 0.958 6.932
H 1.480 2.254 2.958
C -1.231 2.312 6.588
H -1.993 1.099 4.373
C -2.472 0.332 6.372
H 2.796 -2.007 -3.310
H -3.271 -0.114 4.411
H 0.215 -0.978 -2.580
H -2.570 -0.671 6.795
H 0.679 1.968 1.353
C 2.299 1.751 -1.893
C 1.697 -0.755 -7.491
H -3.358 0.867 6.730
H 3.149 -1.278 -4.859
H 2.506 -2.926 -4.797
C 1.005 -1.398 -4.416
H -0.762 -1.616 -5.595
H -2.171 2.878 6.544
H 1.111 -0.307 -4.422
O 0.958 2.179 -2.057
N -1.337 -0.888 4.619
H -0.725 2.441 5.625
C -1.182 -1.266 3.200
H -0.311 2.401 2.788
C 0.597 1.892 2.446
H -2.017 -1.828 2.761
O 0.501 -0.637 -6.721
H 2.954 2.605 -1.708
O 0.427 0.515 2.731
H 1.969 0.234 -7.850
N 0.232 -1.774 -3.209
H 2.550 -1.211 -6.989
H 2.443 1.091 -1.032
H 0.410 1.737 -1.408
C 0.317 -1.657 -5.770
H 2.688 1.228 -2.769
H 0.580 -2.647 -6.162
C 2.450 -1.934 -4.342
H -1.638 -1.743 5.075
H 0.878 -2.370 -2.695
H -1.568 0.661 2.286
H -0.586 -0.552 1.365
Cl -1.785 0.211 -1.153
H 1.410 -1.389 -8.337
H -0.354 -1.981 3.214
H -0.665 2.839 7.356
Hg -3.903 -0.625 -2.170
C -0.765 -0.079 2.355
C -2.305 0.178 4.858
```

Summary:
total energy	-39747.7830	eV
strongest force on any atom	1.99	eV/Å
net charge	+1
HOMO level	-11.29	eV
Kohn-Sham gap	0.0829	Eh
LUMO	-9.033	eV



Record 2
The following is a DFT calculation (ωB97M-V/def2-TZVPD) of a structure of composition C11H30ClI2N2OP2W in a non-equilibrium geometry.

Structure (XYZ):
```
50
C11H30ClI2N2OP2W ωB97M-V/def2-TZVPD
Cl -0.004 -0.076 -3.609
P -2.378 -0.031 -0.878
O -0.058 0.004 2.819
N 0.270 1.194 4.714
H -2.502 -0.922 1.376
W -0.005 -0.032 -1.363
C 3.192 -1.464 -1.543
H -0.660 -0.399 6.676
C -2.770 0.028 0.892
H -1.480 -2.208 3.368
C -3.184 1.383 -1.665
H 2.553 1.089 1.282
H 0.135 -2.002 6.619
H -2.922 2.313 -1.146
H 1.173 2.270 6.238
H -0.599 -3.196 4.564
H -1.594 -1.842 6.222
P 2.372 0.000 -0.875
H 4.270 1.250 -1.562
H -2.879 1.454 -2.717
H -0.307 1.431 6.730
H -0.329 2.514 3.191
H -2.228 0.834 1.404
H 1.227 0.504 6.457
I -0.061 2.234 -0.031
C -0.529 -2.308 3.922
C -0.614 -1.345 6.141
H 2.138 -0.626 1.483
C 3.189 1.436 -1.610
H 0.270 -2.457 3.184
H 4.276 -1.293 -1.480
C 2.745 0.078 0.902
I 0.056 -2.249 0.053
H 2.905 -1.611 -2.591
H -3.853 0.201 0.984
C 0.603 1.341 6.117
H -2.894 -1.699 -2.545
H -4.275 -1.330 -1.463
H 1.420 2.247 3.283
H -4.269 1.216 -1.608
H -2.938 -2.383 -0.891
H 0.610 3.228 4.531
C -3.196 -1.517 -1.509
H 3.809 -0.170 1.024
N -0.269 -1.155 4.748
H 2.880 1.548 -2.655
C -0.025 0.019 4.065
H 2.940 2.345 -1.051
C 0.504 2.354 3.880
H 2.921 -2.355 -0.963
```

Summary:
⟨S²⟩	2.05
multiplicity	3
total energy	-66022.9491	eV
strongest force on any atom	2.68	eV/Å
net charge	+3
HOMO level (spin up / spin down)	-18.02 / -17.99	eV
Kohn-Sham gap (spin up / spin down)	0.2395 / 0.1985	Eh
LUMO (spin up / spin down)	-11.509 / -12.585	eV
ΔE to the lowest compared entry with this formula, charge and spin	0.00	kJ/mol



Record 3
The following is a DFT calculation (ωB97M-V/def2-TZVPD) of a structure of composition C11H30Cu2O13 in a non-equilibrium geometry.

Structure (XYZ):
```
56
C11H30Cu2O13 ωB97M-V/def2-TZVPD
O -2.321 -0.119 -3.091
H -2.332 3.752 -2.020
H 2.406 1.189 -1.889
O 0.315 -4.687 -0.363
O -0.328 -2.684 1.626
H 2.655 0.353 -5.362
H -0.460 -4.174 -0.620
O 3.694 -0.367 5.483
C 0.604 -3.728 1.821
H -4.339 -1.557 -1.984
H -1.555 -0.009 -2.514
O -3.115 -0.978 -0.367
H 1.726 0.212 5.900
H 0.164 -1.886 1.381
H 2.195 -0.710 -4.003
O -1.100 1.026 0.046
C 2.305 0.334 -4.324
H -2.152 2.338 0.292
H 0.844 -1.604 4.269
C 2.300 -0.630 5.515
Cu 2.494 -0.436 -0.319
H -4.169 0.588 -3.195
H -4.910 -0.313 -0.894
H -3.410 4.726 -0.059
O 0.672 0.638 -1.242
H -3.308 1.320 -1.888
H 0.805 -5.852 1.217
O 0.581 -0.187 0.833
C 0.209 -4.959 1.030
H 3.471 2.119 -3.837
H -2.475 -0.275 -0.141
H 2.456 -1.623 3.622
C -2.404 4.314 0.101
H 0.716 1.010 -3.402
H 1.505 -0.019 2.433
H -1.600 5.333 -1.549
H -0.512 2.774 -1.040
H 0.679 -4.009 2.881
C -4.021 -0.672 -1.432
H 2.157 -1.478 6.194
O 3.315 0.909 -2.118
O 1.537 0.206 3.378
Cu -0.581 1.155 2.501
C -1.750 4.290 -1.270
O -0.436 3.724 -1.207
C 0.022 0.453 -0.150
C -3.453 0.362 -2.396
H 4.356 0.574 -3.778
C 3.406 1.069 -3.550
C 1.731 -0.972 4.129
H 4.123 -1.203 5.282
H -0.799 -5.258 1.337
O -2.715 3.034 0.672
O 1.074 1.015 -4.303
H 1.597 -3.361 1.538
H -1.869 4.931 0.825
```

Summary:
total energy	-127787.1446	eV
strongest force on any atom	2.12	eV/Å
net charge	0
HOMO level	-9.44	eV
Kohn-Sham gap	0.2903	Eh
LUMO	-1.543	eV
ΔE to the lowest compared entry with this formula, charge and spin	79.82	kJ/mol



Record 4
The following is a DFT calculation (ωB97M-V/def2-TZVPD) of a structure of composition C11H31AgN2O5 in a non-equilibrium geometry.

Structure (XYZ):
```
50
C11H31AgN2O5 ωB97M-V/def2-TZVPD
H -2.780 -3.142 1.772
C -2.596 -2.276 2.408
H 0.521 -2.673 -3.713
H -1.956 -0.219 2.307
H 2.103 -1.705 2.925
H -3.598 -1.282 -0.006
O 2.021 -0.194 1.610
C -2.160 -1.038 1.617
H 3.459 -1.721 1.785
H -0.519 -1.895 1.670
H -1.870 2.954 0.214
O -0.359 1.821 1.210
H 2.091 -2.728 -3.031
H -1.648 1.941 -3.176
H -1.635 2.993 2.006
O 0.793 -1.605 -1.942
H 1.071 1.299 -3.489
H 1.587 3.115 -1.080
O -1.536 -2.578 3.300
C -1.150 2.929 1.032
C -1.711 -3.638 4.256
H 3.080 3.987 -2.852
H -1.179 -1.973 0.181
H -4.134 -0.252 1.291
H 3.367 0.845 -1.723
H 3.792 2.472 -3.225
O -0.113 1.482 -1.924
C -1.386 1.142 -2.483
H -2.132 1.035 -1.696
N -0.920 -1.342 0.926
H -0.482 3.790 1.052
H 1.592 -1.233 -3.808
Ag 0.694 0.037 -0.327
C 2.085 2.416 -1.752
N 2.656 1.279 -1.150
H -1.453 0.205 -3.038
H -0.750 -3.686 4.769
H -3.053 0.367 0.131
C -3.256 -0.534 0.710
C 3.358 3.035 -2.399
H 4.127 3.243 -1.655
C 1.247 -2.056 -3.183
H -2.506 -3.254 4.895
H 3.393 -0.471 3.006
H -3.534 -2.073 2.924
H 0.580 2.959 -3.211
H 3.144 1.752 -0.403
C 0.880 2.038 -2.711
C 2.777 -1.078 2.342
H -2.003 -4.489 3.641
```

Summary:
⟨S²⟩	2.01
multiplicity	3
total energy	-29117.7460	eV
strongest force on any atom	3.58	eV/Å
net charge	0
HOMO level (spin up / spin down)	-6.19 / -6.06	eV
Kohn-Sham gap (spin up / spin down)	0.2540 / 0.1710	Eh
LUMO (spin up / spin down)	0.725 / -1.411	eV



Record 5
The following is a DFT calculation (ωB97M-V/def2-TZVPD) of a structure of composition C11H31BF4O13Tl in a non-equilibrium geometry.

Structure (XYZ):
```
61
C11H31BF4O13Tl ωB97M-V/def2-TZVPD
H -0.294 -1.204 -0.564
H 1.180 -0.023 -4.677
H -3.375 -0.060 6.129
O 5.055 3.516 2.268
F 0.466 2.091 1.563
O 4.061 -0.172 0.240
H -4.775 0.807 -0.700
H 0.148 -4.326 -0.533
F 1.636 0.133 1.293
H -3.966 2.609 -2.192
H -3.454 0.675 3.934
H -2.611 -4.527 -1.084
O 2.909 3.853 1.724
H -2.441 -2.076 -1.083
O 3.822 -2.863 0.203
H -0.951 2.125 4.936
H -3.531 0.076 -1.755
H -3.369 2.027 5.048
H -1.751 2.399 3.383
C -2.818 1.137 4.698
O -3.036 0.469 0.229
H 3.339 -3.696 0.252
H -1.420 2.353 -1.046
C 3.917 3.065 2.039
H -1.336 0.255 -4.410
H 2.123 3.273 1.580
H 5.228 -1.119 -1.224
C -3.351 2.217 -1.384
O -2.551 0.222 5.722
H 3.429 0.549 0.120
F -0.215 0.598 -0.045
C 3.388 -2.149 -0.962
H 0.596 1.560 -4.236
H -1.085 0.420 -2.666
F 1.777 1.752 -0.295
C -0.700 -0.063 -3.579
O 3.823 1.808 2.104
C -1.640 -2.657 -0.614
H 1.386 1.172 -2.077
C 0.734 0.536 -3.854
C -1.644 -4.053 -1.206
H 2.301 -2.013 -0.930
O -0.647 -4.863 -0.596
O 1.574 0.490 -2.739
Tl 3.851 -1.143 2.493
C -1.533 1.639 4.140
H -1.396 -3.947 -2.271
O -0.299 -2.141 -0.813
H 3.823 -0.265 -1.823
H -2.114 0.265 0.024
H -3.393 2.899 -0.533
C -3.714 0.802 -0.960
O -0.663 -1.447 -3.486
H -0.325 -1.636 -2.577
H -0.293 0.992 2.840
O -1.980 2.261 -1.826
H 3.591 -2.724 -1.876
H -1.785 -2.686 0.468
B 0.913 1.119 0.625
O -0.802 0.580 3.559
C 4.186 -0.886 -1.000
```

Summary:
total energy	-54759.3878	eV
strongest force on any atom	1.43	eV/Å
net charge	+1
HOMO level	-12.18	eV
Kohn-Sham gap	0.0701	Eh
LUMO	-10.272	eV
ΔE to the lowest compared entry with this formula, charge and spin	0.00	kJ/mol



Record 6
The following is a DFT calculation (ωB97M-V/def2-TZVPD) of a structure of composition C11H31BrFNbO4PS in a non-equilibrium geometry.

Structure (XYZ):
```
51
C11H31BrFNbO4PS ωB97M-V/def2-TZVPD
H 2.231 3.754 2.062
H 3.147 2.374 0.281
H -4.179 2.710 1.946
C -3.450 1.961 1.629
H 1.735 -5.196 -5.067
H -7.118 2.376 2.116
H 1.450 2.735 -0.053
C -6.733 1.470 2.581
C -5.149 0.818 4.218
H 2.997 -4.191 -5.685
C 3.394 -5.093 -3.840
C 1.975 2.690 2.034
P 4.258 0.518 -2.530
H -0.184 1.033 0.541
H -3.611 1.734 0.577
H 4.023 0.629 -1.143
Nb 2.782 -1.375 -3.595
C 1.682 -3.224 -4.268
H 2.667 2.158 2.694
H 0.974 -3.525 -3.513
H 0.552 0.645 -1.043
H 5.613 0.161 -2.669
H 3.051 -5.062 -2.818
H -0.631 1.275 3.425
H 3.501 -6.133 -4.118
C 2.120 2.188 0.616
O -3.593 0.750 2.355
C -3.715 0.935 3.753
S 4.011 2.256 -3.467
H -5.555 -0.159 3.939
C 2.449 -4.432 -4.789
C 0.601 0.463 0.034
H -6.133 0.925 1.849
H 0.436 -0.597 0.214
H 1.651 -1.169 -2.192
H 1.676 -0.153 -4.398
H -2.438 2.365 1.750
C 0.444 1.428 3.328
O 0.643 2.565 2.513
H 1.092 -2.847 -5.094
H 3.811 -2.435 -2.520
F 4.659 -4.551 -3.914
O -5.963 1.859 3.703
H -5.174 0.896 5.309
O 1.891 0.795 0.525
H 0.886 0.531 2.891
H -3.125 0.148 4.234
H 0.868 1.593 4.327
H -7.579 0.845 2.892
Br 4.357 -1.343 -5.671
H -3.296 1.901 4.052
```

Summary:
total energy	-114529.8013	eV
strongest force on any atom	3.75	eV/Å
net charge	-1
HOMO level	-4.13	eV
Kohn-Sham gap	0.2313	Eh
LUMO	2.167	eV



Record 7
The following is a DFT calculation (ωB97M-V/def2-TZVPD) of a structure of composition C11H31F4K3N2O24P3S5 in a non-equilibrium geometry.

Structure (XYZ):
```
83
C11H31F4K3N2O24P3S5 ωB97M-V/def2-TZVPD
H 0.356 6.041 -4.880
H 3.394 -2.569 5.361
H -5.674 5.633 -2.930
H -5.262 6.683 -1.627
H -0.887 -2.378 2.013
K 2.666 -0.431 -4.125
H 1.861 1.042 6.472
O -0.349 -4.193 -0.849
H -5.503 7.402 -3.142
S 0.360 -0.891 -1.247
H 2.986 -0.045 7.186
O -3.677 6.556 -2.922
H 3.078 -3.548 3.902
H -3.087 0.207 -0.983
C 0.624 1.128 2.674
H -3.220 5.468 -0.573
O -1.653 -4.253 1.367
N 4.749 -1.437 -2.545
H 0.145 4.499 -4.047
O 0.975 0.246 3.628
C 2.625 -2.929 4.677
H 2.265 -4.691 -0.034
C -0.610 -7.318 1.503
H 2.296 -3.335 1.131
O -4.792 3.718 0.150
C -5.074 6.509 -2.687
O 3.189 -0.524 2.436
S -5.237 2.438 0.636
O 0.026 2.207 -0.723
H -0.375 0.819 2.366
C -2.327 5.002 -0.990
H -2.123 4.180 -0.304
H -0.504 -6.822 2.468
H 0.565 2.156 3.031
O -0.906 1.031 -2.739
H -1.539 -7.888 1.494
C 2.097 -4.399 1.002
C -1.837 -2.836 1.738
P 2.348 -0.543 3.674
C -3.322 1.153 -0.495
O -0.085 -1.745 -2.382
P -2.852 5.306 -3.531
H 1.278 0.983 1.814
O -4.713 1.288 -0.420
O 5.923 -3.686 -1.988
S 0.234 1.363 -1.851
P -0.450 -4.828 0.540
O -6.608 2.285 1.085
K -1.418 -4.040 -3.245
O -1.410 6.007 -3.815
O 3.046 -0.003 5.032
O -2.518 4.347 -2.259
O 5.926 -0.714 -4.844
H -2.045 1.850 1.086
O -0.564 -0.659 -0.167
H 1.927 -3.527 5.263
F 6.344 0.418 -2.746
F 3.528 -3.435 -2.087
H -2.869 0.261 1.388
S 4.918 -2.952 -2.781
F 1.144 2.391 -2.781
H 2.841 -4.992 1.535
F 1.510 -1.833 -0.590
H -1.519 5.733 -0.953
S 6.158 -1.058 -3.464
C -2.973 1.282 1.021
C -0.381 5.306 -4.557
H 1.531 -0.660 6.279
O 7.379 -1.736 -3.143
O -4.064 1.921 1.716
O 0.802 -4.712 1.527
K 3.714 -0.065 -0.478
H -2.820 1.986 -0.986
H -2.498 -2.773 2.602
O 4.701 -3.372 -4.152
H 0.187 -8.057 1.419
N 1.377 0.186 -1.660
C 2.336 0.073 6.319
O 1.798 -2.005 4.017
O -0.684 -6.408 0.422
H -2.363 -2.412 0.882
H -0.957 4.923 -5.399
O -3.455 4.675 -4.735
```

Summary:
total energy	-205918.3373	eV
strongest force on any atom	8.42	eV/Å
net charge	+1
HOMO level	-12.10	eV
Kohn-Sham gap	0.3252	Eh
LUMO	-3.252	eV



Record 8
The following is a DFT calculation (ωB97M-V/def2-TZVPD) of a structure of composition C11H32AgN6O7 in a non-equilibrium geometry.

Structure (XYZ):
```
57
C11H32AgN6O7 ωB97M-V/def2-TZVPD
H 37.229 30.991 15.221
O 39.770 26.947 15.885
H 32.486 27.447 16.502
H 40.214 26.848 16.730
H 36.518 26.754 20.906
N 38.441 27.331 11.515
N 38.774 26.706 19.999
H 33.332 25.902 18.092
H 41.388 29.071 16.040
O 37.252 29.024 15.490
O 37.557 26.286 13.307
H 40.185 27.271 13.909
H 38.081 21.787 17.038
H 37.800 29.830 13.042
C 35.239 30.336 15.271
H 33.736 24.540 17.096
H 35.790 24.006 15.757
C 34.120 25.506 17.436
N 36.388 23.380 16.288
H 34.955 25.400 18.128
O 39.915 29.619 14.681
C 34.428 26.473 16.275
O 37.765 26.618 17.971
Ag 37.414 26.833 15.631
C 33.147 27.071 15.713
C 40.676 27.354 14.878
H 33.299 27.829 14.949
H 35.116 31.123 16.024
O 35.277 26.054 15.270
H 34.557 30.615 14.462
H 38.602 27.002 20.941
N 36.524 26.613 19.915
C 36.751 30.013 13.312
C 37.704 23.632 16.282
C 41.019 28.816 15.034
H 35.678 26.617 19.375
N 37.857 25.107 11.394
N 38.497 22.685 16.874
H 34.880 27.313 16.840
O 38.132 24.682 15.827
C 36.703 30.100 14.838
H 34.827 29.448 15.759
C 37.669 26.651 19.182
H 37.284 24.346 11.704
H 39.169 29.486 15.292
H 38.468 28.211 12.002
H 32.495 26.308 15.262
H 39.674 26.636 19.574
H 41.851 29.115 14.389
H 38.750 27.331 10.561
H 41.570 26.720 14.876
H 38.090 25.184 10.422
H 36.420 30.914 12.797
H 36.169 29.151 12.979
H 35.991 22.533 16.650
C 37.936 26.236 12.153
H 39.486 22.742 16.717
```

Summary:
⟨S²⟩	0.76
multiplicity	2
total energy	-39197.7037	eV
strongest force on any atom	1.93	eV/Å
net charge	0
HOMO level (spin up / spin down)	-7.49 / -6.75	eV
Kohn-Sham gap (spin up / spin down)	0.2909 / 0.2218	Eh
LUMO (spin up / spin down)	0.427 / -0.716	eV
ΔE to the lowest compared entry with this formula, charge and spin	0.00	kJ/mol